# C34H50AsBrMgN2O7S5Si

A structure of composition C34H50AsBrMgN2O7S5Si (wB97M-V/def2-TZVPD, the Open Molecules 2025 dataset).

Atoms and positions in Å:
Mg (0.882, -1.490, -0.724)
O (1.624, 2.394, 3.433)
C (0.997, 3.212, 2.648)
C (0.548, 4.465, 3.124)
C (-0.073, 5.379, 2.306)
C (-0.271, 5.092, 0.964)
C (0.153, 3.868, 0.465)
C (0.760, 2.923, 1.271)
C (1.174, 1.576, 0.706)
O (2.102, 0.940, 1.539)
N (1.787, 1.787, -0.608)
N (2.146, 0.776, -1.367)
C (3.130, 0.949, -2.181)
C (3.728, -0.010, -3.041)
Br (3.310, -1.861, -2.777)
C (4.724, 0.237, -3.937)
C (5.287, 1.486, -4.389)
C (6.636, 1.483, -4.784)
C (7.250, 2.613, -5.273)
C (6.530, 3.791, -5.408)
C (5.193, 3.814, -5.038)
C (4.577, 2.686, -4.531)
H (1.979, 1.467, 2.484)
H (0.723, 4.693, 4.169)
H (-0.394, 6.334, 2.713)
H (-0.756, 5.811, 0.316)
H (0.010, 3.643, -0.584)
H (0.304, 0.924, 0.527)
H (2.412, 2.603, -0.632)
H (3.648, 1.922, -2.184)
H (5.210, -0.635, -4.356)
H (7.197, 0.564, -4.686)
H (8.292, 2.578, -5.563)
H (7.004, 4.674, -5.815)
H (4.622, 4.724, -5.166)
H (3.526, 2.719, -4.289)
S (-1.356, -7.817, -3.933)
C (-0.895, -6.401, -3.218)
S (-0.905, -4.859, -4.009)
C (-0.272, -3.882, -2.680)
C (0.008, -4.576, -1.535)
S (0.608, -3.968, -0.062)
S (-0.329, -6.305, -1.586)
S (-0.127, -2.205, -2.974)
C (3.310, -3.351, 2.223)
As (2.642, -1.543, 1.785)
C (4.152, -0.514, 2.533)
C (0.932, -1.534, 2.673)
O (2.593, -1.478, 0.168)
H (3.542, -3.466, 3.284)
H (4.216, -3.530, 1.639)
H (2.565, -4.088, 1.929)
H (3.868, -0.067, 3.484)
H (4.404, 0.278, 1.832)
H (4.999, -1.190, 2.663)
H (1.054, -1.530, 3.755)
H (0.446, -2.460, 2.354)
H (0.318, -0.700, 2.345)
C (-3.202, -3.201, -0.837)
C (-3.424, -3.212, 0.672)
C (-4.936, -3.168, 0.948)
C (-2.804, -4.474, 1.281)
O (-2.827, -2.107, 1.308)
Si (-2.154, -0.745, 0.682)
O (-0.789, -0.880, -0.080)
O (-3.428, -0.095, -0.154)
C (-3.516, 0.993, -1.032)
C (-4.803, 1.753, -0.662)
C (-3.624, 0.448, -2.464)
C (-2.311, 1.924, -0.924)
O (-1.812, 0.198, 1.985)
C (-2.551, 0.587, 3.109)
C (-4.015, 0.150, 3.041)
C (-1.888, -0.047, 4.340)
C (-2.472, 2.118, 3.218)
H (-3.568, -4.121, -1.291)
H (-2.143, -3.092, -1.044)
H (-3.711, -2.351, -1.277)
H (-5.435, -4.002, 0.458)
H (-5.337, -2.234, 0.561)
H (-5.138, -3.209, 2.016)
H (-3.237, -5.373, 0.846)
H (-2.958, -4.478, 2.359)
H (-1.735, -4.468, 1.082)
H (-5.634, 1.051, -0.621)
H (-5.028, 2.528, -1.392)
H (-4.692, 2.209, 0.319)
H (-4.511, -0.176, -2.560)
H (-2.749, -0.160, -2.675)
H (-3.678, 1.264, -3.180)
H (-2.156, 2.218, 0.110)
H (-2.452, 2.816, -1.531)
H (-1.424, 1.395, -1.258)
H (-4.061, -0.934, 3.023)
H (-4.467, 0.522, 2.127)
H (-4.559, 0.533, 3.903)
H (-1.891, -1.127, 4.222)
H (-2.417, 0.228, 5.252)
H (-0.859, 0.299, 4.407)
H (-2.938, 2.578, 2.350)
H (-1.433, 2.436, 3.248)
H (-2.979, 2.464, 4.118)

Properties
- LUMO (eV) = 3.691
- total charge = -2
- HOMO level (eV) = -1.19
- relative energy (zero: lowest compared OMol25 entry of this formula, charge and spin) (kJ/mol) = 83.1
- total energy (a.u.) = -9252.487815
- molecular weight (g mol⁻¹) = 966.33
- HOMO-LUMO gap (eV) = 4.88

Atom charges from the Löwdin analysis, given in e for atoms 1 to 99: atom 1 (Mg): 0.221, atom 2 (O): -0.086, atom 3 (C): -0.388, atom 4 (C): -0.053, atom 5 (C): -0.135, atom 6 (C): -0.135, atom 7 (C): -0.080, atom 8 (C): -0.095, atom 9 (C): -0.324, atom 10 (O): -0.168, atom 11 (N): 0.020, atom 12 (N): 0.040, atom 13 (C): -0.195, atom 14 (C): -0.576, atom 15 (Br): 0.852, atom 16 (C): -0.138, atom 17 (C): -0.225, atom 18 (C): -0.049, atom 19 (C): -0.106, atom 20 (C): -0.112, atom 21 (C): -0.096, atom 22 (C): -0.042, atom 23 (H): 0.044, atom 24 (H): 0.099, atom 25 (H): 0.087, atom 26 (H): 0.079, atom 27 (H): 0.099, atom 28 (H): 0.116, atom 29 (H): 0.148, atom 30 (H): 0.122, atom 31 (H): 0.083, atom 32 (H): 0.108, atom 33 (H): 0.095, atom 34 (H): 0.091, atom 35 (H): 0.099, atom 36 (H): 0.110, atom 37 (S): 0.376, atom 38 (C): -1.549, atom 39 (S): 0.850, atom 40 (C): -1.192, atom 41 (C): -1.176, atom 42 (S): 0.555, atom 43 (S): 0.850, atom 44 (S): 0.462, atom 45 (C): -0.222, atom 46 (As): 1.011, atom 47 (C): -0.181, atom 48 (C): -0.172, atom 49 (O): -0.597, atom 50 (H): 0.024, atom 51 (H): 0.032, atom 52 (H): -0.020, atom 53 (H): 0.036, atom 54 (H): 0.031, atom 55 (H): 0.023, atom 56 (H): 0.051, atom 57 (H): 0.027, atom 58 (H): 0.017, atom 59 (C): -0.020, atom 60 (C): -0.634, atom 61 (C): -0.033, atom 62 (C): -0.033, atom 63 (O): -0.092, atom 64 (Si): 0.007, atom 65 (O): -0.323, atom 66 (O): -0.098, atom 67 (C): -0.643, atom 68 (C): -0.032, atom 69 (C): -0.024, atom 70 (C): -0.034, atom 71 (O): -0.095, atom 72 (C): -0.636, atom 73 (C): -0.029, atom 74 (C): -0.025, atom 75 (C): -0.009, atom 76 (H): 0.098, atom 77 (H): 0.044, atom 78 (H): 0.073, atom 79 (H): 0.077, atom 80 (H): 0.077, atom 81 (H): 0.073, atom 82 (H): 0.081, atom 83 (H): 0.077, atom 84 (H): 0.021, atom 85 (H): 0.080, atom 86 (H): 0.075, atom 87 (H): 0.070, atom 88 (H): 0.081, atom 89 (H): 0.073, atom 90 (H): 0.077, atom 91 (H): 0.070, atom 92 (H): 0.089, atom 93 (H): 0.080, atom 94 (H): 0.072, atom 95 (H): 0.071, atom 96 (H): 0.082, atom 97 (H): 0.084, atom 98 (H): 0.077, atom 99 (H): 0.077


# C17H20N2O3S

An isolated molecule of C17H20N2O3S (wB97M-V/def2-TZVPD, the Open Molecules 2025 dataset).

Atoms and positions in Å:
C (-4.948, -0.544, 0.058)
C (-3.492, -0.878, -0.033)
C (-2.905, -1.729, 0.899)
C (-1.565, -2.061, 0.805)
C (-0.808, -1.530, -0.221)
S (0.920, -1.942, -0.342)
O (1.448, -1.399, -1.564)
O (1.119, -3.343, -0.099)
N (1.545, -1.043, 0.943)
C (2.992, -1.124, 1.131)
C (3.730, -0.292, 0.080)
C (3.167, 1.126, 0.074)
O (3.590, 2.008, 0.794)
N (2.159, 1.291, -0.804)
C (1.389, 2.510, -0.875)
C (0.017, 2.373, -0.265)
C (-1.102, 2.899, -0.896)
C (-2.352, 2.799, -0.309)
C (-2.498, 2.161, 0.909)
C (-1.388, 1.624, 1.540)
C (-0.139, 1.734, 0.960)
C (-1.370, -0.686, -1.158)
C (-2.712, -0.367, -1.065)
H (-5.152, 0.422, -0.397)
H (-5.280, -0.529, 1.093)
H (-5.533, -1.297, -0.471)
H (-3.504, -2.137, 1.700)
H (-1.107, -2.742, 1.505)
H (1.059, -1.347, 1.774)
H (3.214, -0.725, 2.123)
H (3.327, -2.169, 1.082)
H (3.620, -0.747, -0.902)
H (4.785, -0.251, 0.352)
H (1.811, 0.472, -1.287)
H (1.960, 3.264, -0.319)
H (1.307, 2.830, -1.919)
H (-0.993, 3.401, -1.847)
H (-3.213, 3.225, -0.804)
H (-3.472, 2.086, 1.369)
H (-1.498, 1.128, 2.493)
H (0.730, 1.330, 1.455)
H (-0.751, -0.301, -1.952)
H (-3.159, 0.286, -1.798)

Properties
- LUMO (eV) = 0.415
- structure (SMILES) = Cc1ccc(S(=O)(=O)NCCC(=O)NCc2ccccc2)cc1
- HOMO level (eV) = -8.99
- relative energy (zero: lowest compared OMol25 entry of this formula, charge and spin) (kJ/mol) = 82.5
- total energy (a.u.) = -1393.244189
- molecular weight (g mol⁻¹) = 332.42
- HOMO-LUMO gap (eV) = 9.40

Electronic structure analysis, Löwdin charges in units of e: atom 1 (C): -0.043, atom 2 (C): -0.274, atom 3 (C): -0.028, atom 4 (C): -0.058, atom 5 (C): -0.283, atom 6 (S): 0.678, atom 7 (O): -0.302, atom 8 (O): -0.279, atom 9 (N): -0.132, atom 10 (C): -0.210, atom 11 (C): -0.089, atom 12 (C): -0.517, atom 13 (O): 0.056, atom 14 (N): 0.074, atom 15 (C): -0.116, atom 16 (C): -0.204, atom 17 (C): -0.048, atom 18 (C): -0.098, atom 19 (C): -0.105, atom 20 (C): -0.076, atom 21 (C): -0.037, atom 22 (C): -0.046, atom 23 (C): -0.034, atom 24 (H): 0.077, atom 25 (H): 0.081, atom 26 (H): 0.089, atom 27 (H): 0.117, atom 28 (H): 0.116, atom 29 (H): 0.105, atom 30 (H): 0.131, atom 31 (H): 0.118, atom 32 (H): 0.104, atom 33 (H): 0.125, atom 34 (H): 0.093, atom 35 (H): 0.132, atom 36 (H): 0.124, atom 37 (H): 0.110, atom 38 (H): 0.104, atom 39 (H): 0.103, atom 40 (H): 0.107, atom 41 (H): 0.102, atom 42 (H): 0.116, atom 43 (H): 0.120


# C30H60O10

A cluster of 10 separate species, C30H60O10 in total (wB97M-V/def2-TZVPD, the Open Molecules 2025 dataset).

Atoms and positions in Å:
C (-2.995, 1.870, 3.410)
C (-3.247, 1.386, 2.008)
C (-3.529, 2.385, 0.874)
O (-3.160, 0.188, 1.723)
H (-2.217, 2.637, 3.331)
H (-2.520, 1.238, 4.040)
H (-3.977, 2.298, 3.754)
H (-4.491, 2.340, 0.700)
H (-2.905, 2.407, -0.070)
H (-3.739, 3.446, 1.389)
C (-1.314, -3.429, 5.415)
C (-2.147, -3.148, 4.129)
C (-3.326, -2.151, 4.111)
O (-1.985, -3.839, 3.052)
H (-0.538, -4.110, 5.209)
H (-2.117, -3.926, 6.061)
H (-0.790, -2.420, 5.817)
H (-3.014, -1.084, 3.960)
H (-4.100, -2.406, 4.866)
H (-3.720, -2.113, 3.158)
C (0.104, 0.206, -0.532)
C (0.494, 0.277, 1.123)
C (0.092, -0.963, 1.986)
O (1.026, 1.314, 1.598)
H (0.852, -0.266, -1.023)
H (0.046, 1.223, -0.749)
H (-0.996, -0.092, -0.586)
H (-0.522, -0.712, 2.809)
H (1.118, -1.269, 2.439)
H (-0.313, -1.783, 1.520)
C (1.317, -1.876, -3.401)
C (2.354, -2.741, -4.088)
C (3.873, -2.348, -4.146)
O (2.078, -3.852, -4.535)
H (0.556, -2.471, -3.062)
H (0.818, -1.141, -4.026)
H (1.865, -1.196, -2.643)
H (4.186, -2.458, -3.095)
H (3.799, -1.324, -4.476)
H (4.634, -2.806, -4.775)
C (1.880, 2.017, -3.137)
C (3.132, 1.719, -2.207)
C (3.329, 2.645, -0.942)
O (3.941, 0.799, -2.428)
H (0.996, 2.554, -2.694)
H (1.689, 1.154, -3.637)
H (2.283, 2.634, -3.857)
H (4.417, 2.639, -0.611)
H (2.647, 2.383, -0.174)
H (3.227, 3.778, -1.113)
C (3.429, -4.618, -0.733)
C (2.010, -4.117, -0.817)
C (0.925, -5.035, -1.112)
O (1.816, -2.905, -0.434)
H (3.545, -4.909, -1.795)
H (3.239, -5.573, -0.054)
H (4.225, -3.812, -0.537)
H (1.248, -5.899, -0.650)
H (0.732, -5.334, -2.147)
H (-0.018, -4.623, -1.133)
C (-2.973, 1.453, -3.188)
C (-3.293, 2.551, -4.050)
C (-3.719, 3.820, -3.502)
O (-3.432, 2.374, -5.289)
H (-2.995, 0.517, -3.659)
H (-3.623, 1.497, -2.365)
H (-1.989, 1.420, -2.877)
H (-4.146, 3.876, -2.510)
H (-4.546, 4.239, -3.992)
H (-2.863, 4.599, -3.541)
C (0.460, 4.305, 0.778)
C (-0.111, 4.832, -0.628)
C (0.697, 5.964, -1.191)
O (-1.057, 4.302, -1.136)
H (1.274, 3.906, 0.603)
H (0.058, 3.356, 0.804)
H (0.370, 4.937, 1.732)
H (0.973, 6.531, -0.415)
H (0.258, 6.460, -2.156)
H (1.531, 5.638, -1.786)
C (5.544, 1.925, 4.381)
C (4.286, 1.243, 4.854)
C (3.061, 1.209, 3.965)
O (4.372, 0.671, 5.979)
H (5.288, 2.867, 3.945)
H (6.118, 1.400, 3.583)
H (6.230, 2.335, 5.024)
H (2.664, 0.373, 3.807)
H (3.419, 1.787, 3.075)
H (2.052, 1.910, 4.190)
C (-2.938, -2.565, -0.430)
C (-3.798, -3.183, -1.565)
C (-3.775, -4.689, -1.745)
O (-4.377, -2.452, -2.322)
H (-1.708, -2.265, -0.645)
H (-2.827, -3.177, 0.544)
H (-3.468, -1.681, -0.169)
H (-4.438, -5.112, -2.355)
H (-3.985, -5.020, -0.768)
H (-2.836, -4.944, -2.045)

Properties
- LUMO (eV) = 0.320
- structure (SMILES) = CC(C)=O.CC(C)=O.CC(C)=O.CC(C)=O.CC(C)=O.CC(C)=O.CC(C)=O.CC(C)=O.CC(C)=O.CC(C)=O
- HOMO level (eV) = -9.34
- relative energy (zero: lowest compared OMol25 entry of this formula, charge and spin) (kJ/mol) = 1173.6
- total energy (a.u.) = -1931.032370
- molecular weight (g mol⁻¹) = 580.80
- HOMO-LUMO gap (eV) = 9.66

Atom charges from the Löwdin analysis, given in e for atoms 1 to 99: atom 1 (C): -0.012, atom 2 (C): -0.438, atom 3 (C): -0.005, atom 4 (O): 0.029, atom 5 (H): 0.091, atom 6 (H): 0.026, atom 7 (H): 0.118, atom 8 (H): 0.002, atom 9 (H): 0.094, atom 10 (H): 0.131, atom 11 (C): -0.029, atom 12 (C): -0.402, atom 13 (C): -0.025, atom 14 (O): -0.025, atom 15 (H): 0.039, atom 16 (H): 0.104, atom 17 (H): 0.131, atom 18 (H): 0.067, atom 19 (H): 0.097, atom 20 (H): 0.028, atom 21 (C): 0.042, atom 22 (C): -0.290, atom 23 (C): -0.002, atom 24 (O): -0.015, atom 25 (H): -0.002, atom 26 (H): 0.013, atom 27 (H): 0.085, atom 28 (H): 0.048, atom 29 (H): 0.122, atom 30 (H): 0.024, atom 31 (C): -0.019, atom 32 (C): -0.437, atom 33 (C): -0.010, atom 34 (O): 0.027, atom 35 (H): 0.042, atom 36 (H): 0.084, atom 37 (H): 0.089, atom 38 (H): 0.078, atom 39 (H): 0.059, atom 40 (H): 0.077, atom 41 (C): 0.008, atom 42 (C): -0.378, atom 43 (C): -0.015, atom 44 (O): 0.028, atom 45 (H): 0.092, atom 46 (H): 0.018, atom 47 (H): 0.052, atom 48 (H): 0.096, atom 49 (H): 0.025, atom 50 (H): 0.089, atom 51 (C): -0.026, atom 52 (C): -0.475, atom 53 (C): -0.012, atom 54 (O): -0.019, atom 55 (H): 0.083, atom 56 (H): 0.130, atom 57 (H): 0.114, atom 58 (H): 0.066, atom 59 (H): 0.110, atom 60 (H): 0.058, atom 61 (C): -0.010, atom 62 (C): -0.486, atom 63 (C): -0.037, atom 64 (O): 0.039, atom 65 (H): 0.084, atom 66 (H): 0.076, atom 67 (H): 0.060, atom 68 (H): 0.073, atom 69 (H): 0.065, atom 70 (H): 0.128, atom 71 (C): 0.019, atom 72 (C): -0.435, atom 73 (C): -0.015, atom 74 (O): 0.062, atom 75 (H): -0.060, atom 76 (H): 0.021, atom 77 (H): 0.134, atom 78 (H): 0.032, atom 79 (H): 0.132, atom 80 (H): 0.067, atom 81 (C): -0.039, atom 82 (C): -0.413, atom 83 (C): -0.014, atom 84 (O): 0.017, atom 85 (H): 0.065, atom 86 (H): 0.108, atom 87 (H): 0.046, atom 88 (H): -0.035, atom 89 (H): 0.078, atom 90 (H): 0.164, atom 91 (C): -0.026, atom 92 (C): -0.472, atom 93 (C): 0.006, atom 94 (O): 0.071, atom 95 (H): 0.140, atom 96 (H): 0.080, atom 97 (H): 0.028, atom 98 (H): 0.041, atom 99 (H): 0.075